No. 1
{"formula": "C3H5NO2S2", "method": "wB97M-V/def2-TZVPD", "species": ["C", "C", "C", "N", "O", "O", "S", "S", "H", "H", "H", "H", "H"], "xyz": [[1.9593, -1.6310, 0.3226], [0.1441, -0.0764, -0.4141], [0.1364, 1.1114, 0.5811], [0.6977, -1.3641, 0.0419], [2.6194, -2.5702, 0.5952], [3.1460, 0.2757, -1.2663], [1.4730, 2.3854, 0.3281], [2.8824, 0.3471, 0.1662], [-0.8917, -0.2974, -0.6742], [0.6637, 0.2416, -1.3233], [-0.8010, 1.6489, 0.4659], [0.2208, 0.7651, 1.6097], [0.0699, -2.1514, -0.0955]], "gap_ha": [0.2707, 0.2710], "multiplicity": 1, "e_lumo_ev": [-1.2, -1.2]}

=====

No. 2
{"formula": "C3H5NO2S2", "method": "wB97M-V/def2-TZVPD", "species": ["O", "C", "C", "O", "N", "C", "S", "S", "H", "H", "H", "H", "H"], "xyz": [[-0.7690, 2.3220, 0.6297], [0.5829, 1.5623, 0.7859], [0.5438, 0.0745, 0.1695], [-0.5328, -0.6004, 0.7301], [-0.6660, -1.6303, -0.0430], [-0.4566, -1.7609, -1.3833], [-0.9372, -2.8927, -2.3999], [0.4883, -0.1363, -1.6457], [-0.9006, 2.7465, -0.2557], [1.4982, 2.0392, 0.2897], [0.6565, 1.4252, 1.9540], [1.5278, -0.6446, 0.3799], [-1.0352, -2.5045, 0.7889]], "smiles": "OC[C@H]1ONC(=S)S1", "gap_ha": 0.3270, "multiplicity": 1, "e_lumo_ev": 0.1}

=====

No. 3
{"formula": "C3H5NO3", "method": "wB97M-V/def2-TZVPD", "species": ["O", "C", "N", "C", "O", "O", "C", "H", "H", "H", "H", "H"], "xyz": [[-0.4280, -0.6292, -2.3195], [-0.0337, -0.3344, -1.2128], [-0.3230, -0.7878, 0.8422], [-0.8925, 0.4149, 1.2491], [-1.5803, 0.2885, 2.4489], [-0.5826, 1.4979, 0.8015], [1.3974, 0.2320, -1.0888], [-0.9125, -1.2890, 0.1894], [-1.7237, -0.6709, 2.3730], [1.9402, -0.1786, -1.9564], [1.7070, 0.1468, -0.0517], [1.4317, 1.3097, -1.2749]], "total_charge": -1, "gap_ha": [0.2071, 0.2734], "multiplicity": 2, "e_lumo_ev": [4.2, 3.9], "s_squared": 0.76}

=====

| no. | M (g/mol) |
| --- | --- |
| 1 | 151.212 |
| 2 | 151.212 |
| 3 | 103.077 |